Below is C31H23BF4O2S as an isolated structure in a non-equilibrium geometry, with properties calculated with wB97M-V/def2-TZVPD.

## Properties
* HOMO energy: -5.7 eV
* LUMO energy: -1.70 eV
* multiplicity: 1

Cartesian coordinates (Å):
F: 2.985 1.449 4.413
C: 2.661 0.487 3.486
C: 3.472 -0.635 3.371
C: 3.133 -1.594 2.411
C: 2.042 -1.395 1.566
C: 1.288 -0.221 1.657
C: 0.198 0.067 0.606
C: -1.105 0.321 1.390
C: -1.796 -0.829 1.803
C: -2.947 -0.740 2.581
C: -3.420 0.517 2.979
C: -2.695 1.659 2.645
C: -1.510 1.553 1.903
C: 1.549 0.700 2.669
H: 4.339 -0.748 4.018
H: 3.732 -2.499 2.309
H: 1.786 -2.138 0.805
H: 0.021 -0.981 0.135
H: -1.404 -1.817 1.556
H: -3.463 -1.655 2.872
H: -4.339 0.594 3.562
H: -3.025 2.648 2.969
H: -0.907 2.448 1.748
H: 0.933 1.588 2.807
C: 0.555 0.093 -5.588
C: 0.187 0.362 -4.182
C: -0.886 1.136 -3.735
C: -1.024 1.184 -2.358
C: -0.007 0.482 -1.598
B: -0.708 -1.145 -1.150
C: 0.678 1.106 -0.404
C: 2.173 1.032 -0.557
C: 3.008 2.053 -0.222
C: 2.488 3.266 0.237
C: 3.366 4.325 0.815
F: 3.381 5.465 0.054
F: 2.937 4.694 2.067
F: 4.659 3.910 0.948
C: 1.115 3.508 0.159
C: 0.249 2.512 -0.168
O: -2.127 -1.138 -1.073
C: -2.486 -2.453 -1.217
C: -1.340 -3.244 -1.417
C: -1.379 -4.617 -1.292
C: -2.613 -5.189 -0.950
C: -3.751 -4.406 -0.756
C: -3.708 -3.011 -0.899
O: -0.217 -2.449 -1.452
S: 1.081 -0.257 -2.878
H: -0.042 0.719 -6.255
H: 1.617 0.304 -5.752
H: 0.375 -0.960 -5.839
H: -1.528 1.653 -4.448
H: -1.800 1.738 -1.845
H: 2.614 0.070 -0.837
H: 4.088 1.926 -0.279
H: 0.739 4.510 0.377
H: -0.811 2.756 -0.292
H: -0.471 -5.197 -1.425
H: -2.674 -6.272 -0.831
H: -4.697 -4.875 -0.482
H: -4.571 -2.370 -0.738

Below is one molecule with the formula C2H4N2S2 in a non-equilibrium geometry, with properties calculated with wB97M-V/def2-TZVPD.

## Properties
* HOMO energy: -8.8 eV
* LUMO energy: -0.51 eV
* multiplicity: 1
* SMILES: NC(=S)NC=S

Cartesian coordinates (Å):
C: -1.108 0.361 0.030
C: 1.186 -0.347 0.119
H: -2.753 1.460 0.223
H: -1.404 2.428 0.176
H: 0.511 1.559 -0.251
H: 0.759 -1.337 0.366
N: -1.799 1.523 -0.001
N: 0.221 0.571 -0.077
S: -1.983 -1.093 -0.034
S: 2.825 -0.085 -0.020

Below is C34H45N5O2P2V as an isolated structure, with properties calculated with wB97M-V/def2-TZVPD.

## Properties
* HOMO energy (spin up / spin down): -16.4 / -16.3 eV
* LUMO energy (spin up / spin down): -8.44 / -7.82 eV
* multiplicity: 3
* total charge: +3

Cartesian coordinates (Å):
V: -0.572 -0.071 1.059
N: -2.381 -1.214 0.822
C: -2.773 -1.660 2.186
C: -1.602 -2.409 2.791
N: -0.336 -1.641 2.600
C: 0.198 -1.008 3.839
C: -0.449 0.340 4.051
N: -0.233 1.148 2.822
H: -3.090 -0.578 0.466
H: -2.354 -2.007 0.186
H: -3.662 -2.289 2.160
H: -3.020 -0.764 2.757
H: -1.490 -3.374 2.295
H: -1.776 -2.614 3.847
H: 0.379 -2.300 2.304
H: 1.276 -0.890 3.700
H: 0.049 -1.658 4.702
H: -0.039 0.833 4.932
H: -1.524 0.240 4.204
H: 0.705 1.552 2.832
H: -0.877 1.934 2.813
C: 2.787 -0.387 -2.030
N: 1.675 -0.221 -1.077
P: 0.105 -0.826 -1.275
C: 0.145 -2.568 -1.725
C: -0.254 -3.538 -0.804
C: -0.207 -4.885 -1.126
C: 0.256 -5.274 -2.376
C: 0.664 -4.320 -3.300
C: 0.601 -2.973 -2.983
C: -0.582 0.005 -2.720
C: -0.045 1.214 -3.166
C: -0.572 1.834 -4.289
C: -1.658 1.273 -4.950
C: -2.217 0.087 -4.491
C: -1.674 -0.554 -3.386
P: 1.876 -0.085 0.591
C: 3.071 -1.310 1.149
C: 2.686 -2.653 1.199
C: 3.596 -3.634 1.553
C: 4.906 -3.282 1.855
C: 5.306 -1.955 1.784
C: 4.396 -0.969 1.429
C: 2.560 1.539 0.966
C: 2.499 2.561 0.022
C: 2.944 3.835 0.347
C: 3.426 4.101 1.621
C: 3.473 3.091 2.575
C: 3.047 1.812 2.251
H: 3.192 -1.398 -1.984
H: 3.575 0.326 -1.791
H: 2.432 -0.181 -3.038
H: -0.596 -3.242 0.183
H: -0.528 -5.632 -0.411
H: 0.296 -6.324 -2.633
H: 1.024 -4.628 -4.273
H: 0.898 -2.237 -3.721
H: 0.796 1.656 -2.649
H: -0.126 2.749 -4.658
H: -2.059 1.753 -5.833
H: -3.055 -0.357 -5.012
H: -2.087 -1.505 -3.070
H: 1.687 -2.953 0.900
H: 3.292 -4.672 1.582
H: 5.620 -4.046 2.133
H: 6.331 -1.685 1.998
H: 4.729 0.058 1.364
H: 2.116 2.359 -0.970
H: 2.926 4.618 -0.399
H: 3.779 5.093 1.869
H: 3.866 3.294 3.562
H: 3.134 1.021 2.989
O: -2.649 1.561 1.240
C: -1.981 2.098 0.328
O: -0.834 1.687 -0.008
C: -2.579 3.258 -0.454
N: -3.781 3.774 0.308
C: -4.929 3.908 -0.672
C: -4.664 2.755 -1.619
C: -3.148 2.809 -1.822
H: -1.851 4.060 -0.554
H: -3.589 4.643 0.804
H: -3.996 3.053 1.010
H: -4.822 4.875 -1.160
H: -5.867 3.876 -0.124
H: -5.214 2.869 -2.551
H: -4.975 1.813 -1.163
H: -2.886 3.548 -2.576
H: -2.718 1.860 -2.138

Which formula does entry 2 have? C2H4N2S2